Density functional theory data (the ωB97M-V functional and the def2-TZVPD basis) for a 15-piece molecular cluster, C75H75N15 overall in a non-equilibrium geometry.

Results
Largest force on an atom: 0.0649 Eh/bohr
E_tot: -101338.9091 eV
Energy above the lowest of the compared OMol25 structures with the same formula, charge and spin: 30.2 kcal per mole
Total charge: 0

Each line ends with the Löwdin charge.
Cartesian coordinates (Å):
N 11.2249 16.0298 19.3110  0.053
N 17.1836 25.3845 21.7469  0.069
N 14.8515 22.4884 12.0970  0.079
N 10.2438 21.6817 17.7156  0.054
N 12.0793 24.5671 16.0234  0.054
N 13.1366 20.9448 19.2247  0.085
N 12.3670 18.0997 16.1966  0.017
N 18.3008 24.9431 16.9570  0.063
N 18.0719 20.1449 13.8596  0.057
N 18.7090 19.5843 18.7553  0.051
N 14.0889 13.5481 20.8567  0.039
N 11.4733 21.6932 23.6287  0.063
N 16.6739 18.8745 22.8127  0.040
N 16.9105 14.9401 15.7000  0.057
N 10.1462 25.4067 19.7119  0.063
C 12.3254 25.7712 13.9359  -0.056
C 9.0879 19.6620 18.2700  -0.047
C 15.9545 12.4349 19.1217  -0.092
C 11.5131 21.6525 22.2665  -0.128
C 17.7751 23.0474 15.5286  -0.072
C 12.0287 23.4178 15.3186  -0.128
C 11.6651 25.4113 21.5210  -0.066
C 16.5886 18.3842 14.4462  -0.042
C 16.1855 23.9237 20.1007  -0.075
C 15.7123 14.7784 15.1155  -0.182
C 18.3308 19.5356 20.0145  -0.171
C 15.8676 19.8137 23.3430  -0.127
C 16.1615 12.3565 20.4806  -0.069
C 14.5619 15.4395 15.5087  -0.080
C 17.6622 20.0905 12.6352  -0.178
C 15.2830 19.8491 18.7002  -0.046
C 12.7667 25.1913 20.6564  -0.042
C 17.5539 19.2945 14.7457  -0.149
C 14.8749 17.2476 22.7203  -0.069
C 12.4442 25.1642 19.2941  -0.080
C 11.4859 17.3382 19.4507  -0.168
C 16.1375 24.7655 15.8179  -0.065
C 14.0352 18.1913 23.3047  -0.068
C 15.1906 12.9891 21.3117  -0.166
C 9.1708 22.3839 23.4269  -0.084
C 10.5949 15.3846 20.2661  -0.168
C 14.1528 21.6876 11.2806  -0.177
C 14.6328 16.2800 16.6252  -0.098
C 15.4846 20.7600 17.6568  -0.070
C 12.9696 19.0557 15.4655  -0.123
C 14.5065 19.5027 23.6154  -0.048
C 10.2672 20.3584 17.8221  -0.126
C 8.0255 21.7776 18.5382  -0.088
C 15.5737 23.2190 21.0873  -0.102
C 13.3701 21.8065 18.2663  -0.155
C 16.2186 18.2622 13.0780  -0.045
C 11.2570 17.5418 15.7524  -0.176
C 14.4807 21.2959 10.0074  -0.086
C 19.4508 21.5808 20.5416  -0.081
C 16.5158 23.5995 15.1694  -0.081
C 9.1879 22.4175 18.1212  -0.138
C 10.6130 17.8576 14.5594  -0.037
C 12.4722 19.4614 14.2208  -0.045
C 16.7366 19.1522 12.1386  -0.054
C 11.2894 18.8215 13.7393  -0.036
C 7.9964 20.3972 18.7041  -0.086
C 11.1640 25.3441 18.8563  -0.165
C 15.6629 23.6164 22.3995  -0.093
C 19.7249 21.7431 19.1796  -0.051
C 17.0687 25.3921 16.7150  -0.156
C 13.8279 13.5267 19.5357  -0.127
C 15.8283 16.4155 17.2992  -0.069
C 16.9563 24.9916 20.4880  -0.154
C 16.1663 17.6842 22.4631  -0.173
C 10.2872 22.0452 24.1403  -0.175
C 10.4133 21.9911 21.4638  -0.076
C 10.2142 16.0216 21.4462  -0.075
C 18.7380 20.5030 20.9264  -0.090
C 12.2393 23.3797 13.9462  -0.067
C 16.4453 24.7190 22.6696  -0.156
C 10.3799 25.4507 20.9927  -0.196
C 10.5316 17.3536 21.6366  -0.059
C 12.3215 24.5812 13.2375  -0.081
C 19.3617 20.6825 18.3262  -0.144
C 16.9211 15.6510 16.8379  -0.150
C 11.1247 18.0722 20.5561  -0.067
C 14.1047 20.0239 19.4705  -0.125
C 16.4208 22.6143 10.1896  -0.060
C 9.2231 22.2530 22.0579  -0.099
C 18.6472 23.8084 16.2721  -0.150
C 14.5459 21.7536 17.4809  -0.060
C 15.6253 21.8065 9.4092  -0.095
C 12.2775 25.7001 15.3587  -0.148
C 14.7472 12.9670 18.6049  -0.049
C 15.9941 22.9396 11.5297  -0.113
H 13.6442 15.3739 14.8620  0.119
H 11.1367 19.8496 17.4895  0.059
H 19.6119 23.3728 16.5223  0.091
H 12.4457 21.3053 21.8563  0.072
H 14.6031 16.2608 22.4254  0.084
H 15.3061 23.0661 23.2957  0.111
H 12.3324 24.6634 12.1827  0.094
H 18.1316 22.1230 15.0510  0.075
H 9.7878 17.2679 14.1816  0.099
H 12.2398 26.6036 15.9957  0.113
H 16.4702 20.7930 17.1849  0.092
H 17.9501 19.3059 15.7049  0.076
H 11.8029 22.5140 15.8848  0.078
H 12.2212 22.4435 13.3752  0.074
H 11.8682 25.5108 22.6366  0.123
H 16.4937 23.6042 12.1736  0.080
H 13.8714 20.6465 9.3602  0.114
H 16.7041 26.2182 17.3106  0.096
H 16.0349 19.1043 18.9184  0.056
H 12.4479 26.7009 13.4333  0.090
H 16.3396 17.6261 15.1910  0.072
H 16.4924 19.2269 11.0735  0.099
H 19.6386 20.6973 17.2917  0.088
H 15.7268 14.1306 14.2144  0.110
H 17.5270 25.5471 19.7743  0.087
H 15.9832 17.1254 18.1086  0.086
H 10.9828 25.3648 17.8488  0.044
H 16.1902 23.6306 19.0824  0.085
H 8.2798 22.8133 23.8594  0.104
H 18.0610 20.8037 11.9103  0.100
H 12.9263 14.0334 19.2569  0.065
H 10.8941 19.1794 12.8175  0.086
H 15.8381 21.5864 8.3479  0.120
H 8.2799 22.3779 21.5046  0.113
H 14.6053 12.9968 17.5084  0.099
H 17.6288 18.7083 20.3163  0.094
H 15.4141 17.6132 12.7990  0.093
H 14.7451 22.6060 16.8995  0.061
H 10.3838 14.2922 20.1452  0.120
H 16.6851 12.0444 18.4165  0.104
H 9.5530 25.5623 21.7008  0.106
H 7.1004 22.3175 18.8087  0.111
H 11.4203 19.0940 20.6783  0.073
H 15.0612 22.3055 20.8421  0.092
H 10.4807 21.9974 20.3585  0.094
H 13.9887 19.3511 20.2857  0.080
H 16.9532 16.9824 22.0628  0.120
H 16.5326 25.1946 23.6752  0.114
H 13.8846 19.4438 15.8986  0.092
H 15.7867 23.0797 14.5323  0.091
H 17.9000 15.7626 17.2933  0.104
H 15.2127 25.2917 15.7311  0.077
H 17.3095 23.0362 9.7180  0.105
H 9.0787 18.5862 18.3736  0.090
H 13.7837 16.8032 16.9862  0.058
H 19.6950 22.3429 21.3177  0.127
H 9.8089 15.4555 22.2520  0.091
H 10.2298 22.0656 25.2222  0.100
H 7.0813 19.8678 18.9732  0.109
H 13.2460 25.0372 18.5720  0.090
H 17.0248 11.9168 20.9628  0.096
H 10.8156 16.8215 16.4577  0.109
H 13.7806 25.1564 21.0421  0.081
H 12.6320 22.5457 18.1425  0.059
H 18.4566 20.4213 21.9553  0.078
H 12.9589 17.9242 23.4317  0.105
H 15.4224 13.0475 22.3612  0.092
H 13.7947 20.2373 23.9628  0.072
H 12.0490 17.9211 18.6850  0.088
H 9.2118 23.4931 17.9848  0.092
H 10.3962 17.8111 22.6118  0.102
H 13.0288 20.2630 13.7270  0.077
H 16.2488 20.8056 23.5528  0.088
H 13.2372 21.3650 11.7472  0.074
H 20.2033 22.6069 18.7762  0.085